(1)
C27H43N5P2PmS5 | wB97M-V/def2-TZVPD

Last column: Löwdin charge in e.
Cartesian coordinates (Å):
Pm1 -0.82749 -0.80712 1.47396  1.133
C1 -1.46824 -1.53012 4.93178  -0.186
C2 -2.00602 -0.14220 4.59798  -0.205
N1 -1.06299 0.62281 3.74576  -0.142
C3 0.21697 0.93365 4.41975  -0.180
C4 1.41995 0.55681 3.56622  -0.215
N2 1.32446 -0.81976 3.05536  -0.150
C5 1.46183 -1.86343 4.09580  -0.167
C6 0.35322 -2.89587 3.96593  -0.203
N3 -0.92523 -2.21637 3.74926  -0.185
H1 -0.68610 -1.46296 5.69007  0.111
H2 -2.27741 -2.10980 5.38354  0.137
H3 -2.94133 -0.23933 4.04003  0.083
H4 -2.23036 0.39673 5.52621  0.131
H5 -1.52164 1.50305 3.51391  0.120
H6 0.27976 1.99786 4.65745  0.133
H7 0.25072 0.41136 5.37575  0.111
H8 1.46440 1.22693 2.69944  0.095
H9 2.33301 0.71617 4.15438  0.134
H10 2.06419 -0.94775 2.36560  0.059
H11 2.43776 -2.34918 4.02812  0.133
H12 1.42783 -1.38527 5.07664  0.112
H13 0.53033 -3.52749 3.09039  0.090
H14 0.34266 -3.54531 4.85016  0.133
H15 -1.61358 -2.88144 3.40029  0.054
C7 2.52723 -1.97075 -0.96670  -0.264
P1 1.74060 -0.43128 -0.39077  0.946
C8 1.07927 0.25703 -1.96848  -0.408
N4 1.69164 -0.08751 -3.06878  0.138
C9 1.41467 0.60362 -4.19954  -0.198
C10 2.03534 0.24033 -5.41875  0.001
C11 1.82280 1.00091 -6.52880  -0.050
C12 0.99271 2.15091 -6.47608  -0.051
C13 0.37316 2.51348 -5.31818  -0.003
C14 0.56268 1.72863 -4.15551  -0.196
N5 -0.11816 2.02441 -3.02330  0.135
C15 0.07625 1.27663 -1.97073  -0.418
P2 -1.14330 1.48127 -0.59668  0.948
C16 -1.25764 3.29544 -0.45886  -0.243
C17 -2.71965 0.96532 -1.45527  -0.718
C18 -3.82765 1.02132 -0.39862  -0.109
C19 -2.48197 -0.47077 -1.93409  -0.082
C20 -3.14005 1.84120 -2.63359  -0.077
C21 3.20200 0.74010 -0.17972  -0.701
C22 4.01320 0.31076 1.04834  -0.089
C23 2.65712 2.15601 0.02570  -0.091
C24 4.14212 0.73584 -1.38697  -0.079
H16 3.08730 -1.79655 -1.88387  0.040
H17 1.75007 -2.70945 -1.15436  -0.003
H18 3.18840 -2.35895 -0.19277  0.048
H19 2.67477 -0.63037 -5.43191  0.120
H20 2.29463 0.73424 -7.46319  0.113
H21 0.84818 2.73816 -7.37172  0.113
H22 -0.27604 3.37499 -5.25960  0.119
H23 -1.29502 3.72808 -1.45869  0.046
H24 -0.39173 3.69063 0.07132  0.036
H25 -2.15724 3.56538 0.09330  0.045
H26 -3.64037 0.37353 0.46717  -0.002
H27 -4.76292 0.68196 -0.84535  0.101
H28 -3.98745 2.04127 -0.04714  0.077
H29 -1.94978 -1.09818 -1.20325  0.023
H30 -1.88037 -0.48343 -2.84506  0.094
H31 -3.43162 -0.96426 -2.14618  0.100
H32 -3.40819 2.84671 -2.30904  0.083
H33 -4.02925 1.39608 -3.08088  0.098
H34 -2.37455 1.91897 -3.40372  0.063
H35 3.48906 0.49540 1.98471  0.050
H36 4.93138 0.89868 1.08828  0.097
H37 4.30895 -0.73699 1.00345  0.080
H38 1.81023 2.18141 0.71986  0.050
H39 2.32582 2.59338 -0.91620  0.083
H40 3.43870 2.79922 0.43043  0.096
H41 4.61429 -0.23316 -1.53448  0.083
H42 4.93715 1.46136 -1.20432  0.095
H43 3.64134 1.01694 -2.31192  0.071
S1 -5.07694 -4.98209 -2.78593  0.570
C25 -4.15924 -4.30221 -1.62461  -1.510
S2 -4.78911 -3.33634 -0.32721  0.893
C26 -3.27659 -2.93797 0.44607  -1.162
C27 -2.16294 -3.45975 -0.12976  -1.169
S3 -0.49459 -3.21766 0.34959  0.454
S4 -2.42878 -4.42605 -1.55796  0.895
S5 -3.35658 -1.88780 1.83658  0.481

Force components x, y, z for each atom (eV/Å):
Pm 0.0 -0.5 0.8
C 0.0 0.0 0.0
C -0.1 0.0 -0.1
N -0.1 0.2 -0.2
C 0.0 0.0 0.0
C -0.1 0.1 0.0
N 0.2 0.0 -0.4
C 0.0 0.0 0.1
C 0.0 -0.1 0.0
N -0.1 -0.1 -0.2
H 0.0 0.0 0.0
H 0.0 0.0 0.0
H 0.0 0.0 0.0
H 0.0 0.0 0.0
H 0.1 -0.2 0.0
H 0.0 0.0 0.0
H 0.0 0.0 0.0
H 0.0 0.0 0.1
H 0.0 0.0 -0.1
H -0.1 0.0 0.2
H 0.0 0.0 0.0
H 0.0 0.0 0.0
H 0.0 0.0 0.1
H 0.0 0.0 0.0
H 0.1 0.1 0.0
C 0.0 0.0 0.0
P 0.1 0.0 -0.2
C -0.1 0.0 0.1
N 0.0 0.0 -0.1
C 0.0 0.0 -0.1
C 0.0 0.0 0.0
C 0.0 0.1 0.0
C 0.0 0.0 0.0
C 0.0 -0.1 0.0
C 0.0 0.0 -0.1
N 0.0 0.1 -0.1
C 0.0 -0.1 0.1
P -0.1 0.2 -0.3
C 0.1 0.0 0.0
C 0.0 0.0 0.1
C 0.1 -0.1 0.1
C 0.1 0.0 0.0
C 0.0 0.0 0.0
C 0.0 0.0 0.0
C 0.0 0.0 0.0
C -0.1 0.0 0.0
C 0.0 0.1 0.0
H 0.0 0.0 0.1
H 0.0 0.0 0.0
H 0.0 0.0 0.0
H 0.0 0.0 0.0
H 0.0 0.0 0.0
H 0.0 0.0 0.0
H 0.0 0.0 0.0
H 0.0 0.0 0.0
H 0.0 0.0 0.0
H 0.0 0.0 0.0
H 0.0 0.1 -0.2
H -0.1 0.0 0.0
H 0.0 0.1 0.0
H -0.1 0.0 0.0
H 0.0 0.0 0.0
H 0.0 0.0 0.0
H 0.0 0.0 0.0
H -0.1 0.0 0.0
H -0.1 0.0 0.1
H -0.1 0.0 0.0
H 0.0 0.0 0.0
H 0.0 -0.1 0.0
H 0.0 0.0 0.0
H 0.0 0.0 0.0
H 0.1 0.1 0.0
H 0.0 -0.1 0.0
H 0.0 0.0 0.0
H 0.1 0.0 0.1
S 0.0 -0.1 0.0
C 0.1 0.1 0.0
S -0.1 0.0 -0.1
C 0.5 -0.2 -0.3
C -0.5 0.3 0.2
S 0.2 -0.1 0.1
S 0.0 -0.1 -0.1
S 0.1 0.2 0.2

The orbital gap (spin up / spin down) comes out at 0.2132 / 0.2141 Ha. For the energy above the lowest of the compared OMol25 structures with the same formula, charge and spin, the calculation gives 0.0 kcal/mol. The LUMO energy (spin up / spin down) is -3.28 / -3.27 eV. Its electronic energy is -125453.9259 eV. As for the multiplicity: 5. Its expectation value of S² is 6.006. Its total charge is +1. The HOMO energy (spin up / spin down) is -9.076 / -9.093 eV.

=====

(2)
C23H30N2O2 | wB97M-V/def2-TZVPD

Last column: Löwdin charge in e.
Cartesian coordinates (Å):
C1 -4.76187 0.94796 -1.18809  -0.016
C2 -3.38876 0.72002 -1.78041  -0.408
O1 -3.24074 0.04801 -2.78666  0.051
C3 -2.28995 1.34402 -1.06193  -0.115
C4 -0.94244 1.28396 -1.40144  -0.191
N1 -0.23739 1.98709 -0.47858  0.003
C5 -1.10281 2.48888 0.47052  -0.194
C6 -2.37036 2.10668 0.13519  0.037
H1 -3.25706 2.36252 0.67871  0.117
C7 -0.67731 3.30852 1.60331  -0.183
C8 0.06774 4.47146 1.42062  -0.042
C9 0.44263 5.23985 2.50762  -0.085
C10 0.07433 4.86132 3.78772  -0.092
C11 -0.67933 3.71405 3.97622  -0.076
C12 -1.05613 2.94266 2.89298  -0.026
H2 -1.62066 2.03390 3.03091  0.117
H3 -0.97065 3.41828 4.97344  0.103
H4 0.37050 5.46202 4.63518  0.100
H5 1.01929 6.14096 2.35473  0.101
H6 0.33236 4.78996 0.42166  0.114
C13 1.19719 1.97107 -0.34670  -0.107
H7 1.58311 2.99352 -0.29269  0.118
H8 1.61124 1.49656 -1.23797  0.117
C14 1.63134 1.20381 0.91541  -0.054
C15 0.79921 -0.06441 1.09576  -0.481
O2 -0.13219 -0.11998 1.86880  0.081
N2 1.17156 -1.09398 0.30746  0.108
H9 2.00626 -1.01437 -0.25000  0.132
C16 0.53456 -2.39745 0.38187  -0.301
C17 -0.05118 -2.80789 -0.97513  -0.128
H10 -0.57017 -3.75898 -0.85658  0.123
C18 0.96563 -2.91714 -2.11392  -0.207
C19 1.62087 -4.29275 -2.25584  -0.204
C20 2.03849 -4.95208 -0.93822  -0.205
C21 2.58093 -3.98441 0.11536  -0.196
H11 3.28158 -4.52539 0.75611  0.108
C22 1.48145 -3.42342 1.01784  -0.145
H12 0.88130 -4.25808 1.38548  0.117
H13 1.93880 -2.94701 1.88928  0.117
H14 3.14303 -3.18097 -0.36285  0.107
H15 1.18773 -5.48425 -0.50925  0.106
H16 2.79874 -5.70252 -1.16602  0.106
H17 0.93108 -4.96579 -2.76897  0.109
H18 2.49839 -4.18181 -2.89797  0.108
H19 1.74317 -2.16088 -1.98937  0.090
H20 0.46067 -2.69218 -3.05579  0.111
H21 -0.80179 -2.06036 -1.24061  0.109
H22 -0.30242 -2.24744 1.07414  0.143
H23 2.69395 0.96538 0.85041  0.119
H24 1.46040 1.82509 1.79520  0.114
C23 -0.31459 0.64504 -2.58658  -0.002
H25 0.39368 -0.12952 -2.29684  0.054
H26 -1.09989 0.19188 -3.18489  0.074
H27 0.20711 1.38592 -3.19470  0.092
H28 -5.50890 0.44658 -1.79808  0.081
H29 -4.97739 2.01324 -1.15040  0.085
H30 -4.79435 0.55285 -0.17544  0.086

Force components x, y, z for each atom (eV/Å):
C 0.0 -0.2 -0.3
C -0.3 0.0 0.0
O -0.1 0.0 0.0
C 0.8 0.0 0.1
C -0.5 -0.2 -0.4
N -0.3 0.1 -0.1
C -0.6 0.1 0.1
C 0.3 0.0 0.0
H -0.2 0.1 0.2
C 0.0 0.1 0.2
C 0.0 -0.1 0.0
C 0.1 0.1 0.0
C 0.0 0.0 0.1
C 0.0 0.1 0.1
C 0.0 0.0 -0.1
H 0.0 -0.1 0.0
H 0.0 0.0 0.1
H 0.0 0.0 0.1
H 0.0 0.1 0.0
H 0.0 0.0 -0.1
C 0.5 0.0 0.2
H 0.0 -0.2 -0.1
H -0.1 0.1 0.1
C -0.2 0.0 0.0
C 0.5 0.4 0.0
O -0.3 0.1 0.3
N 0.2 -0.4 -0.4
H 0.0 0.1 0.1
C -0.3 -0.3 0.2
C 0.1 0.2 0.0
H -0.1 -0.1 0.0
C -0.2 -0.2 0.0
C 0.0 0.0 0.1
C 0.2 0.1 -0.2
C -0.2 -0.3 0.2
H 0.1 0.1 0.0
C 0.0 0.2 -0.1
H 0.0 -0.1 0.0
H -0.1 0.0 0.0
H 0.2 0.1 0.0
H 0.0 -0.1 0.0
H -0.1 -0.1 0.0
H 0.0 0.0 -0.1
H 0.0 -0.1 -0.1
H 0.0 0.1 -0.1
H 0.1 0.1 0.0
H -0.1 0.0 0.0
H 0.2 0.0 -0.1
H 0.0 0.0 0.0
H 0.1 -0.1 0.0
C 0.0 0.0 -0.1
H 0.1 -0.1 0.0
H 0.1 0.0 0.0
H 0.1 0.0 0.0
H 0.0 0.0 0.0
H 0.0 0.1 0.1
H 0.0 0.0 0.1

As for the structure (SMILES): CC(=O)c1cc(-c2ccccc2)n(CCC(=O)NC2CCCCCC2)c1C. The orbital gap comes out at 0.3089 Ha. For the energy above the lowest of the compared OMol25 structures with the same formula, charge and spin, the calculation gives 12.2 kcal/mol. The LUMO energy is 0.57 eV. Its electronic energy is -31414.5401 eV. As for the multiplicity: 1. The HOMO energy is -7.836 eV.

=====

(3)
C21H35ClN5O5 | wB97M-V/def2-TZVPD

Last column: Löwdin charge in e.
Cartesian coordinates (Å):
C1 5.28287 -1.84984 1.61032  -0.002
C2 5.54739 -0.63303 0.75491  -0.509
O1 6.22267 -0.69741 -0.24713  0.061
N1 4.97381 0.54773 1.18003  -0.124
C3 4.53587 0.66075 2.56874  -0.058
C4 5.47215 1.78796 0.58696  -0.144
C5 4.36762 2.69895 0.00660  -0.160
C6 3.00189 2.02312 -0.12821  -0.182
C7 2.00037 2.90722 -0.89840  -0.168
C8 1.76526 2.56086 -2.38080  -0.664
Cl1 0.93941 3.96493 -3.15528  0.779
C9 3.05236 2.38806 -3.06858  -0.241
N2 4.05695 2.23391 -3.59326  0.233
C10 0.88682 1.29308 -2.68087  -0.467
O2 1.50322 0.18225 -2.05157  0.034
C11 0.82850 1.09086 -4.14358  -0.182
N3 0.74522 0.93777 -5.27389  0.229
C12 -0.58308 1.37863 -2.22797  -0.140
O3 -0.73263 1.51605 -0.83525  -0.101
C13 -1.02082 0.30549 -0.18142  -0.233
O4 -1.24134 0.52331 1.18047  -0.103
C14 -0.59411 1.65823 1.75724  -0.178
C15 -0.81041 1.58406 3.25169  -0.229
O5 -0.41196 0.34602 3.81465  -0.053
H1 5.91945 -1.83824 2.49840  0.089
H2 5.53016 -2.72526 1.01476  0.086
H3 4.24174 -1.90457 1.92988  0.074
H4 5.29514 0.31328 3.27556  0.095
H5 3.60685 0.11179 2.73941  0.082
H6 4.33620 1.71021 2.78303  0.091
H7 6.02965 2.33236 1.35710  0.124
H8 6.18001 1.52150 -0.19289  0.116
H9 4.27120 3.60444 0.61464  0.113
H10 4.68151 3.03035 -0.98684  0.100
H11 2.58243 1.82562 0.86280  0.093
H12 3.12981 1.05924 -0.61545  0.107
H13 2.36587 3.93722 -0.89800  0.114
H14 1.02690 2.92753 -0.41369  0.097
H15 1.73808 -0.48302 -2.70711  0.128
H16 -1.05596 0.45243 -2.57549  0.140
H17 -1.07745 2.21751 -2.71798  0.123
H18 -1.95695 -0.10510 -0.59123  0.121
H19 -0.21019 -0.42266 -0.31788  0.140
H20 -1.01062 2.59190 1.37281  0.135
H21 0.48018 1.63544 1.53078  0.115
H22 -0.23517 2.39542 3.70960  0.126
H23 -1.86658 1.75042 3.48928  0.120
H24 -0.12234 -0.23434 3.10458  0.075
C16 -4.49616 -1.82274 2.31556  -0.057
C17 -4.72228 -1.42110 0.87224  -0.144
N4 -5.15190 -2.55691 0.02890  -0.035
C18 -4.78212 -3.87471 0.16980  0.009
C19 -5.37859 -4.56444 -0.83294  0.009
N5 -6.09828 -3.65824 -1.57574  -0.085
C20 -5.94261 -2.45459 -1.03303  -0.014
C21 -6.90711 -3.95978 -2.76046  0.034
H25 -3.65765 -2.50976 2.42284  0.079
H26 -4.25370 -0.93028 2.88897  0.091
H27 -5.38648 -2.28104 2.74612  0.092
H28 -3.81418 -1.00162 0.43976  0.111
H29 -5.50631 -0.66888 0.80102  0.133
H30 -4.14078 -4.20222 0.96655  0.136
H31 -5.36389 -5.60976 -1.08460  0.142
H32 -6.38938 -1.54324 -1.39354  0.176
H33 -6.51316 -3.42640 -3.62158  0.107
H34 -7.94097 -3.67576 -2.58285  0.107
H35 -6.85502 -5.02798 -2.94480  0.103

Force components x, y, z for each atom (eV/Å):
C -0.1 -0.1 -0.1
C -0.2 0.2 0.3
O 0.1 -0.1 -0.4
N 0.5 0.1 0.4
C -0.2 0.0 -0.1
C 0.0 0.1 -0.1
C 0.0 0.0 0.0
C 0.0 0.1 -0.1
C 0.0 0.1 0.1
C 0.0 0.1 -0.1
Cl 0.0 0.0 0.0
C -0.4 0.0 0.2
N 0.4 -0.1 -0.2
C 0.2 -0.1 0.1
O -0.2 0.0 0.0
C 0.0 0.3 0.3
N -0.1 -0.2 -0.4
C -0.1 0.0 0.0
O 0.0 0.0 0.0
C 0.1 -0.2 0.2
O -0.4 0.2 -0.2
C 0.2 -0.1 0.2
C -0.1 0.0 0.0
O 0.2 0.1 0.0
H -0.1 0.0 0.0
H 0.0 0.0 0.1
H 0.1 0.0 0.1
H -0.1 0.0 0.0
H 0.1 0.0 0.1
H 0.0 0.0 0.0
H 0.0 0.0 -0.1
H -0.1 -0.1 0.0
H -0.1 -0.1 0.0
H 0.0 0.0 0.1
H 0.1 -0.1 -0.1
H -0.1 0.0 0.0
H 0.0 0.0 0.0
H 0.0 0.0 0.0
H 0.1 0.0 0.0
H 0.0 0.1 0.0
H 0.1 0.0 0.1
H 0.1 -0.1 0.0
H 0.1 0.2 -0.1
H 0.0 -0.1 0.0
H -0.1 0.0 0.0
H 0.0 0.0 0.0
H 0.0 0.0 -0.1
H -0.1 0.0 0.0
C 0.0 -0.1 0.0
C 0.1 0.1 0.1
N 0.0 0.0 0.0
C 0.0 0.1 0.0
C 0.0 0.0 -0.1
N 0.0 0.0 0.0
C 0.0 0.0 0.0
C 0.0 0.0 0.0
H 0.0 0.0 0.0
H 0.0 0.0 0.0
H 0.0 0.0 0.0
H 0.0 0.0 0.0
H 0.0 0.0 0.0
H 0.0 -0.1 0.0
H 0.0 0.0 0.0
H 0.0 0.0 0.0
H 0.0 0.0 0.0
H 0.0 0.0 0.0
H 0.0 0.0 0.0

The orbital gap comes out at 0.2829 Ha. The LUMO energy is -3.03 eV. Its electronic energy is -52547.1990 eV. As for the multiplicity: 1. Its total charge is +1. The HOMO energy is -10.729 eV.

=====

- multiplicity of number 3 (C21H35ClN5O5)?
  1

=====

- Among the records above, which one has the highest multiplicity?
  C27H43N5P2PmS5

=====

- Number 3 is which compound?
  C21H35ClN5O5